(1)
ORCA calculation (ωB97M-V with the def2-TZVPD basis set) on a structure of composition C20H28N2O5PdSi.

Geometry as ORCA input:
```
! RIJCOSX wB97M-V def2-TZVPD def2/J DEFGRID3
* xyz -2 1
Pd -1.038 0.825 0.807
C -3.075 1.732 2.689
C -3.059 0.821 1.448
O -3.032 -0.437 1.538
N -3.889 1.433 0.437
C -3.535 1.126 -0.937
C -2.454 2.051 -1.440
C -2.382 2.398 -2.781
C -1.389 3.262 -3.209
C -0.485 3.734 -2.271
C -0.644 3.360 -0.949
N -1.625 2.563 -0.514
H -2.727 1.190 3.558
H -4.098 2.091 2.861
H -2.412 2.582 2.525
H -3.867 2.436 0.561
H -4.422 1.212 -1.574
H -3.161 0.100 -0.980
H -3.089 1.972 -3.482
H -1.317 3.547 -4.252
H 0.327 4.390 -2.557
H 0.031 3.737 -0.189
C 4.495 -3.443 0.213
O 4.006 -3.635 1.516
C 3.016 -2.759 1.925
C 2.418 -3.074 3.159
C 1.413 -2.254 3.620
C 0.989 -1.103 2.945
C -0.112 -0.275 3.411
C -1.183 -0.903 4.298
O -0.261 0.906 3.085
C 1.627 -0.742 1.685
O 1.356 0.288 1.031
C 2.634 -1.662 1.210
H 5.143 -4.295 0.000
H 5.078 -2.519 0.127
H 3.691 -3.407 -0.528
H 2.736 -3.955 3.702
H 0.967 -2.499 4.578
H -0.886 -1.852 4.738
H -2.047 -1.070 3.649
H -1.460 -0.203 5.090
H 3.080 -1.418 0.255
C 0.098 -0.111 -4.327
Si 0.520 -0.338 -2.450
C 1.320 -2.084 -2.506
C 2.021 0.828 -2.192
O -0.714 -0.209 -1.504
H 0.998 -0.108 -4.955
H -0.434 0.827 -4.505
H -0.551 -0.925 -4.670
H 2.066 -2.181 -3.305
H 0.549 -2.844 -2.667
H 1.810 -2.311 -1.555
H 2.959 0.403 -2.566
H 2.125 1.009 -1.118
H 1.873 1.795 -2.682
*
```

The orbital gap is 5.3 eV. Its largest force on an atom is 1.08 eV Å⁻¹. For the HOMO energy, the calculation gives -0.3 eV.



(2)
ORCA calculation (ωB97M-V with the def2-TZVPD basis set) on a structure of composition C16H24BiIN2O8P2.

Geometry as ORCA input:
```
! RIJCOSX wB97M-V def2-TZVPD def2/J DEFGRID3
* xyz 2 1
C 0.097 -1.684 -5.077
C 0.191 -1.020 -3.817
H 0.220 -1.058 -5.934
H -0.870 -2.223 -5.119
H 0.909 -2.470 -5.099
O 0.284 0.127 -3.394
I 0.224 -2.994 -2.738
Bi 0.070 0.073 -0.718
P 2.720 -0.467 -1.342
C 3.647 1.023 -0.918
C 3.452 -1.738 -0.277
H 4.510 -1.854 -0.541
H 4.497 -0.962 -2.864
H 2.936 -2.700 -0.419
H 3.041 -1.893 -3.315
H 3.455 1.299 0.127
H 3.380 -1.429 0.777
C 3.404 -0.914 -2.970
H 4.716 0.810 -1.061
H 3.169 -0.148 -3.722
H 3.346 1.838 -1.591
P -2.616 -0.372 -1.551
C -3.595 1.157 -1.376
C -3.190 -1.024 -3.173
H -2.937 -2.464 -0.378
H -4.489 -1.667 -0.731
H -3.467 -1.061 0.586
C -3.455 -1.499 -0.417
H -2.862 -2.064 -3.328
H -4.295 -0.988 -3.194
H -4.617 0.937 -1.705
H -3.146 1.930 -2.010
H -2.819 -0.403 -4.006
H -3.577 1.451 -0.324
C -0.783 2.439 -1.158
O -0.584 3.548 -1.322
O -1.224 2.261 0.848
C -0.125 1.967 1.431
O 0.991 1.898 0.823
C -0.085 1.555 2.851
C 1.043 0.905 3.306
C 1.077 0.415 4.601
C 0.016 0.617 5.473
C -1.136 1.224 4.970
C -1.194 1.682 3.656
N -2.299 1.423 5.823
O -2.231 1.060 7.018
O -3.329 1.949 5.344
N 2.250 -0.286 5.073
O 3.136 -0.547 4.234
O 2.350 -0.707 6.242
H 1.872 0.700 2.651
H 0.022 0.256 6.496
H -2.099 2.092 3.262
*
```

The orbital gap is 6.4 eV. Its largest force on an atom is 4.12 eV Å⁻¹. For the HOMO energy, the calculation gives -15.3 eV.



(3)
ORCA calculation (ωB97M-V with the def2-TZVPD basis set) on a cluster of 2 separate species, C3H10NO in total.

Geometry as ORCA input:
```
! RIJCOSX wB97M-V def2-TZVPD def2/J DEFGRID3
* xyz -1 1
C -2.122 1.021 1.296
O -1.978 -0.310 1.131
H -1.571 1.455 2.189
H -1.736 1.651 0.445
H -3.170 1.344 1.479
C 0.856 -1.402 0.152
N 1.406 -0.966 -1.137
C 1.342 0.483 -1.276
H 0.795 -0.577 0.862
H -0.179 -1.734 0.084
H 1.454 -2.193 0.607
H 0.864 -1.392 -1.875
H 0.414 0.900 -0.868
H 1.421 0.801 -2.323
H 2.204 0.920 -0.767
*
```

The orbital gap is 6.2 eV. Its largest force on an atom is 0.68 eV Å⁻¹. For the HOMO energy, the calculation gives -2.0 eV.



(4)
ORCA calculation (ωB97M-V with the def2-TZVPD basis set) on the molecule C4H10N4O.

Geometry as ORCA input:
```
! RIJCOSX wB97M-V def2-TZVPD def2/J DEFGRID3
* xyz 0 1
C 0.308 -2.494 0.019
N 0.351 -1.059 0.075
C -0.098 1.154 1.308
C -0.485 -0.322 -0.535
N 1.119 1.566 1.722
N -1.588 -0.708 -1.254
N 0.886 1.692 -0.942
C -0.286 1.157 -0.266
O -1.038 0.973 2.052
H 1.773 1.920 1.044
H 1.224 1.832 2.689
H -2.343 -0.059 -1.337
H -1.862 -1.678 -1.178
H 0.662 1.934 -1.902
H 1.615 0.985 -0.993
H -1.182 1.730 -0.525
H 1.000 -2.868 0.770
H -0.690 -2.901 0.211
H 0.636 -2.857 -0.958
*
```

The orbital gap is 10.0 eV. Its SMILES is C/N=C(\N)[C@H](N)C(N)=O. Its largest force on an atom is 1.98 eV Å⁻¹. For the HOMO energy, the calculation gives -9.1 eV.



(5)
ORCA calculation (ωB97M-V with the def2-TZVPD basis set) on a structure of composition C28H24BrErNPSe.

Geometry as ORCA input:
```
! RIJCOSX wB97M-V def2-TZVPD def2/J DEFGRID3
* xyz 0 4
Er 2.645 -10.651 14.542
C 1.025 -11.704 17.461
C -0.110 -12.536 16.949
C -1.194 -12.674 17.804
C -2.294 -13.470 17.518
C -2.390 -14.030 16.215
C -1.333 -13.915 15.299
C -0.203 -13.157 15.674
P 1.205 -13.221 14.523
C 0.617 -14.134 13.085
C 0.920 -15.495 12.829
C 0.363 -16.209 11.751
C -0.562 -15.538 10.960
C -0.954 -14.244 11.249
C -0.241 -13.455 12.221
C -0.264 -11.939 12.126
C 2.355 -14.315 15.466
C 1.858 -15.570 15.946
C 2.595 -16.234 16.972
C 3.918 -15.838 17.251
C 4.401 -14.695 16.651
C 3.613 -13.857 15.844
C 4.141 -12.539 15.503
H 0.571 -10.860 18.012
H 1.726 -11.289 16.644
H 1.643 -12.397 18.146
H -1.144 -12.101 18.720
H -2.921 -13.702 18.363
H -3.289 -14.559 15.912
H -1.354 -14.382 14.292
H 1.664 -15.996 13.413
H 0.619 -17.268 11.530
H -1.001 -16.052 10.145
H -1.751 -13.800 10.690
H -1.055 -11.597 11.378
H 0.766 -11.629 11.786
H -0.494 -11.374 13.076
H 0.910 -15.968 15.524
H 2.117 -17.019 17.532
H 4.548 -16.375 17.963
H 5.437 -14.409 16.812
H 4.741 -12.498 14.549
H 4.733 -12.058 16.309
Se 4.097 -10.490 12.079
C 4.629 -9.643 13.578
N 4.505 -9.251 14.753
Br -1.409 -5.303 14.171
C -0.265 -6.752 14.598
C 0.840 -7.004 13.817
C 1.399 -8.311 13.742
C 0.914 -9.268 14.661
C -0.254 -9.029 15.351
C -0.809 -7.754 15.438
H 1.137 -6.224 13.073
H 2.164 -8.590 13.009
H -0.692 -9.798 15.949
H -1.563 -7.575 16.263
*
```

The orbital gap (spin up / spin down) is 6.8 / 6.9 eV. Its largest force on an atom is 6.58 eV Å⁻¹. For the HOMO energy (spin up / spin down), the calculation gives -7.3 / -7.3 eV.



(6)
ORCA calculation (ωB97M-V with the def2-TZVPD basis set) on a cluster of 2 separate species, C4H9BrN in total.

Geometry as ORCA input:
```
! RIJCOSX wB97M-V def2-TZVPD def2/J DEFGRID3
* xyz 1 1
C 0.323 -1.878 -0.032
C 1.466 -0.950 -0.103
C -0.720 2.002 0.166
C -0.755 0.514 -0.217
N 0.181 -0.482 0.411
Br -2.583 -0.252 -0.095
H -0.265 -2.110 -0.930
H 0.169 -2.767 0.751
H 2.266 -1.077 0.581
H 1.708 -0.358 -1.057
H -1.209 2.177 1.127
H 0.377 2.230 0.340
H -1.196 2.728 -0.451
H 0.015 0.433 -1.907
H 0.221 -0.210 1.414
*
```

The orbital gap is 9.7 eV. Its largest force on an atom is 4.45 eV Å⁻¹. For the HOMO energy, the calculation gives -14.3 eV.



Number 1: electronic energy -1682.0300 a.u.. Number 2: electronic energy -2529.6889 a.u.. Number 3: electronic energy -250.2388 a.u.. Number 4: electronic energy -452.6926 a.u.. Number 5: electronic energy -7467.8764 a.u.. Number 6: electronic energy -2786.1469 a.u..